This record from the OMol25 dataset describes C33H33Cl2PSe3SiTaTe2 as an isolated structure. The level of theory is ωB97M-V/def2-TZVPD.

XYZ file:
```
76
Properties=species:S:1:pos:R:3:forces:R:3
Ta 0.073046 0.929582 -1.214184 -0.1 -0.3 0.7
Se -0.132278 3.211705 0.122033 -0.1 -0.2 -0.2
Se -2.075710 2.635050 -1.077887 0.3 -0.1 -0.1
Te -1.035171 2.999243 -3.409210 0.0 0.0 0.0
Se -0.321628 0.622817 -3.793887 -0.2 0.2 -0.1
C -5.243796 -1.550242 -4.549109 0.0 0.0 0.0
C -4.836540 -2.545004 -3.669407 0.0 0.0 0.0
C -3.832930 -2.285664 -2.751081 0.0 0.0 0.0
C -3.205906 -1.036979 -2.721104 0.1 0.0 0.0
C -3.628700 -0.044236 -3.596077 -0.1 0.0 0.0
C -4.650239 -0.300175 -4.503191 0.1 0.1 0.1
P -1.934718 -0.793945 -1.438322 0.0 0.1 0.1
C -2.944135 -1.016622 0.043742 0.0 -0.1 -0.1
C -4.186439 -0.525769 0.111524 -0.1 0.0 0.0
C -4.925570 -0.506434 1.372849 0.0 0.0 -0.1
C -4.416222 -1.065132 2.466201 0.1 0.0 0.0
C -3.075185 -1.743301 2.512761 0.0 0.0 0.1
C -2.223648 -1.522952 1.235442 0.0 0.0 0.0
C -0.611008 -2.013946 -1.543576 0.0 0.0 -0.1
C -0.607735 -3.383329 -1.782649 0.0 0.0 0.1
C 0.613798 -4.027423 -1.919207 0.0 0.0 0.0
C 1.798979 -3.302841 -1.842021 0.0 0.1 0.0
C 1.784666 -1.931387 -1.610827 0.0 0.0 0.1
C 0.573424 -1.258500 -1.440734 0.0 0.2 -0.1
H -6.031769 -1.748798 -5.263776 0.0 0.0 0.0
H -5.307792 -3.518646 -3.690055 0.0 0.0 0.0
H -3.549526 -3.051566 -2.040087 0.0 0.0 0.0
H -3.176686 0.935288 -3.575314 0.0 0.0 0.0
H -4.976186 0.482669 -5.175380 0.0 0.0 0.0
H -4.666063 -0.133984 -0.777923 0.0 0.0 0.0
H -5.908422 -0.054493 1.391004 0.0 0.0 0.0
H -4.984080 -1.076803 3.390321 0.0 0.1 0.0
H -3.274301 -2.821652 2.552341 0.0 0.0 -0.1
H -1.716048 -2.451826 0.974618 0.1 0.0 0.0
H -1.530043 -3.942591 -1.877548 0.0 0.0 0.0
H 0.644427 -5.093238 -2.104630 0.0 0.0 0.0
H 2.744947 -3.814801 -1.969362 0.0 0.0 0.0
H 2.723613 -1.393000 -1.562786 0.0 0.0 0.0
Cl 2.516518 1.452125 -2.181410 0.0 0.1 0.0
C 2.824833 1.535321 -3.948717 0.0 -0.1 -0.2
Cl 3.142721 -0.049659 -4.622139 0.0 0.1 0.0
H 3.705020 2.160025 -4.047647 0.0 0.0 0.1
H 1.952277 1.968203 -4.420169 0.0 0.0 0.0
C -2.369142 -1.399682 3.831514 0.0 -0.1 -0.1
Te -0.500675 -0.176878 1.475160 -0.2 0.1 0.1
C 0.779580 -1.847673 1.774771 0.0 0.0 0.1
H -1.405913 -1.906543 3.912274 0.0 0.0 0.0
H -2.981562 -1.721497 4.674304 0.0 0.0 0.0
H -2.207373 -0.326059 3.926554 0.0 0.0 0.0
H 0.180941 -2.621027 2.251849 0.0 0.0 0.0
H 1.584384 -1.548435 2.437412 0.0 0.0 0.0
H 1.158567 -2.196287 0.818729 0.0 0.0 0.0
C 2.082407 1.406205 5.460429 0.0 0.0 0.0
C 2.886407 0.469323 4.828753 0.0 0.0 0.0
C 2.887029 0.378731 3.443058 0.0 0.0 0.0
C 2.080771 1.213845 2.662414 0.0 0.0 0.0
C 1.286162 2.158880 3.319472 0.1 -0.1 0.0
C 1.286629 2.255066 4.702710 0.0 0.0 0.0
Si 2.296832 1.100002 0.791136 -0.2 -0.1 -0.5
C 3.534795 2.439134 0.340674 0.1 0.0 0.3
C 4.816630 2.067935 -0.078660 0.0 0.1 0.0
C 5.779315 3.024803 -0.364153 0.0 0.0 0.0
C 5.478552 4.374282 -0.230077 0.0 0.0 0.0
C 4.220146 4.759758 0.208549 0.0 0.0 0.0
C 3.261621 3.797881 0.497672 0.1 0.0 0.0
H 2.080156 1.481059 6.540084 0.0 0.0 0.0
H 3.519628 -0.185914 5.413046 0.0 0.0 0.0
H 3.536297 -0.345813 2.961572 0.0 0.0 0.0
H 0.645483 2.820366 2.750609 0.0 0.0 0.0
H 0.663932 2.994211 5.190362 0.0 0.0 0.0
H 2.989624 -0.188740 0.533794 0.1 0.0 0.1
H 5.061186 1.017061 -0.190807 0.0 0.0 0.0
H 6.766489 2.718094 -0.685941 0.0 0.0 0.0
H 6.227874 5.122750 -0.452724 0.0 0.0 0.0
H 3.986849 5.809130 0.335840 0.0 0.0 0.0
H 2.296572 4.128948 0.866231 0.0 0.0 0.0
```
Positions in Å, forces in eV/Å.

Values from the calculation:
HOMO level	-10.2	eV
relative energy (zero: lowest compared OMol25 entry of this formula, charge and spin)	1.537	eV
LUMO	-3.856	eV
total charge	+1